ORCA calculation (ωB97M-V with the def2-TZVPD basis set) on a 12-piece molecular cluster, C47H58F34O25 overall at a distorted geometry.

Element x y z (Å)
O 2.7264 -5.6771 -2.6079
C 1.6900 -5.2244 -2.9016
O 0.7220 -5.8566 -3.6444
C -0.4453 -5.0159 -3.8607
C -0.1278 -3.7899 -3.0302
F -0.9478 -3.7045 -1.9328
O 1.2040 -3.9781 -2.5869
H -0.4524 -4.7701 -4.9361
H -1.3668 -5.4778 -3.5216
H -0.2035 -2.8669 -3.6368
C -2.6555 2.8554 -0.7897
C -4.0345 3.2596 -0.7101
O -4.2292 4.2565 0.3784
C -5.4141 4.4393 1.0077
O -6.4310 3.8133 0.9981
C -5.1884 5.6708 1.9517
F -4.9191 6.7974 1.2513
F -6.2310 5.8343 2.6880
F -4.1714 5.3991 2.7822
H -2.4408 2.3682 -1.7343
H -2.4171 2.3053 0.2072
H -1.9547 3.6953 -0.8412
H -4.7657 2.4709 -0.6402
H -4.3695 3.8350 -1.6234
C -8.0487 0.7918 0.7123
C -6.7882 0.5523 0.0210
O -5.6228 0.7038 0.8730
C -5.1911 -0.2588 1.6712
O -5.5847 -1.4054 1.6936
C -4.3190 0.2787 2.8273
F -3.1503 -0.4923 2.8764
F -3.8662 1.5481 2.6029
F -4.9533 0.1686 4.0193
H -8.0208 1.7419 1.2467
H -8.1340 0.0092 1.4363
H -8.8551 0.7562 -0.0827
H -6.6539 1.2575 -0.7986
H -6.8085 -0.4655 -0.3183
C -1.4927 0.9751 6.5417
C -1.2817 1.5678 5.1015
O 0.1083 1.5375 4.8165
C 0.4996 1.7750 3.5535
O -0.1972 1.7570 2.5656
C 2.0127 2.0263 3.4262
F 2.6131 1.2781 2.4904
F 2.1270 3.3178 3.1400
F 2.6404 1.9063 4.5850
H -1.1055 1.6474 7.3194
H -1.0027 0.0193 6.5996
H -2.5831 0.9251 6.5778
H -1.7380 2.5668 4.9777
H -1.6901 0.8997 4.3764
C 3.9605 -1.4137 -1.8777
C 5.2210 -2.3196 -1.7733
O 6.0423 -1.9529 -0.6598
C 5.6184 -2.3105 0.5097
O 4.6057 -2.9043 0.7892
C 6.5278 -1.7613 1.6353
F 6.3938 -2.4934 2.7430
F 7.8042 -1.7171 1.2906
F 6.1927 -0.4578 1.9242
H 4.2186 -0.4345 -2.2015
H 3.3895 -1.3825 -0.8982
H 3.3480 -1.8715 -2.6056
H 5.8388 -2.0583 -2.6286
H 4.9957 -3.3538 -1.8603
C -1.4779 7.0300 0.7505
C -0.2612 7.5902 1.4072
O 0.6740 7.7255 0.2918
C 1.7373 6.9040 0.1985
O 2.0131 6.0183 0.9597
C 2.7365 7.4966 -0.8564
F 3.8507 7.7683 -0.2295
F 3.1516 6.6267 -1.8301
F 2.2524 8.5790 -1.3802
H -2.3697 7.0364 1.4101
H -1.2919 6.0099 0.4823
H -1.7050 7.5775 -0.1836
H 0.2516 7.0377 2.2269
H -0.4031 8.6186 1.7695
C -0.6801 -8.7952 2.8186
C -1.8912 -8.0310 3.1965
O -1.4903 -6.8405 3.9094
C -1.8156 -5.6102 3.4459
O -2.3838 -5.3383 2.4614
C -1.2109 -4.5515 4.4140
F -0.0428 -4.9518 4.8440
F -1.0441 -3.4266 3.6850
F -2.0677 -4.3320 5.4349
H -0.0666 -9.1146 3.6995
H -0.0965 -8.4570 1.9408
H -1.0690 -9.7933 2.4888
H -2.4577 -8.6476 3.8430
H -2.5368 -7.8022 2.3929
C 0.9419 -5.4210 1.1446
C 2.0302 -4.3822 0.8104
O 1.9214 -3.3165 1.8055
C 2.6004 -3.4493 2.9157
O 3.0844 -4.4359 3.3278
C 2.6647 -2.0622 3.5880
F 3.2183 -2.1518 4.7914
F 3.2792 -1.1658 2.8327
F 1.4220 -1.6229 3.7798
H 1.1875 -5.9785 2.0912
H 1.0463 -6.1103 0.2917
H -0.0154 -4.8480 1.2226
H 1.8489 -3.8706 -0.1334
H 3.0081 -4.7287 0.8523
C -3.8875 -1.7875 -1.4096
C -4.1376 -0.4607 -2.1462
O -3.6026 -0.5284 -3.4509
C -3.7720 0.5373 -4.1886
O -4.5111 1.4535 -3.9920
C -2.8498 0.4994 -5.4202
F -2.2861 -0.7172 -5.6062
F -3.5536 0.6955 -6.4547
F -1.8838 1.4331 -5.2637
H -4.5496 -2.6624 -1.6497
H -4.0364 -1.6726 -0.3467
H -2.8227 -2.1335 -1.5040
H -3.6934 0.3911 -1.6523
H -5.2184 -0.2833 -2.2708
C 5.5971 4.5034 2.4533
C 4.7378 4.1481 1.2987
O 5.5199 3.7941 0.1174
C 5.4529 2.5580 -0.3250
O 4.9664 1.5862 0.2656
C 6.1547 2.3010 -1.7101
F 5.1656 2.1332 -2.6175
F 6.8967 3.3806 -2.0763
F 6.8940 1.1702 -1.6765
H 6.2904 3.7149 2.7638
H 4.9289 4.5340 3.3236
H 5.9843 5.5183 2.3077
H 4.2808 5.1023 1.0084
H 3.9862 3.3982 1.4619
C -0.7397 -0.9724 0.7231
C 0.6689 -0.8800 0.1399
O 0.8567 0.4063 -0.4535
C 0.2052 0.7933 -1.5399
O -0.6263 0.1602 -2.2310
C 0.8149 2.1167 -2.1182
F 1.9418 1.8094 -2.6716
F -0.0330 2.5760 -3.1424
F 0.9350 3.0924 -1.2485
H -0.9104 0.0124 1.2000
H -0.6467 -1.8393 1.4554
H -1.4480 -1.0529 -0.0312
H 0.7852 -1.6177 -0.6575
H 1.4651 -1.0087 0.9712
C 1.1022 1.3343 -6.1464
C 1.2837 0.1180 -5.1549
O 1.0850 -1.2093 -5.6813
C 2.1999 -1.7724 -6.1550
O 3.3314 -1.3977 -5.9914
C 1.8261 -2.9403 -7.0075
F 2.7825 -3.3553 -7.7552
F 1.4217 -4.0158 -6.3022
F 0.7650 -2.6443 -7.6998
H 1.7413 1.3343 -7.0155
H 1.3078 2.2768 -5.5590
H 0.0669 1.3499 -6.4865
H 0.3720 0.1873 -4.5093
H 2.2044 0.1560 -4.5887

As for the total charge: 0. Its HOMO energy is -0.3996 Eh. Its LUMO energy is 0.0144 hartree. The molar mass comes out at 1668.9 Da. The value obtained for the HOMO-LUMO gap is 11.3 eV.

Results of the Löwdin charge analysis, in e, for atoms 1 through 6: 0.1999 -0.5365 0.0563 -0.0302 -0.2921 0.0505

ORCA calculation (ωB97M-V with the def2-TZVPD basis set) on C47H58IIrN4O4Se as an isolated structure.

Element x y z (Å)
Ir 1.0535 -0.9486 -1.4567
C 3.0383 -1.8855 2.9280
C 3.8862 -1.0717 2.0003
N 5.0170 -0.5913 2.4445
C 5.8062 0.1022 1.5934
C 5.5179 0.2785 0.2687
C 6.4874 1.0508 -0.5863
O 5.9027 2.2220 -1.1596
C 4.2871 -0.2280 -0.2467
C 4.0505 -0.0457 -1.6600
N 2.9637 -0.2507 -2.3219
C 2.9237 0.2529 -3.6554
C 3.5146 1.4841 -3.9523
C 3.4458 2.0162 -5.2279
C 2.7700 1.3398 -6.2313
C 2.1577 0.1290 -5.9498
C 2.2297 -0.4034 -4.6710
I 1.2771 -2.2221 -4.3192
C 3.4081 -0.8686 0.6522
O 2.2301 -1.3221 0.3865
H 3.5211 -1.9383 3.9016
H 2.9043 -2.8975 2.5375
H 2.0359 -1.4674 3.0238
H 6.7205 0.5030 2.0157
H 6.8472 0.4611 -1.4308
H 7.3640 1.3086 0.0127
H 5.6422 2.8038 -0.4377
H 4.8943 0.3415 -2.2221
H 4.0144 2.0323 -3.1628
H 3.9130 2.9706 -5.4300
H 2.7079 1.7541 -7.2282
H 1.6229 -0.4047 -6.7232
C -5.6473 3.5142 -1.0172
C -4.2702 3.5343 -0.3547
C -4.4218 3.0700 1.1027
C -3.7362 4.9761 -0.3820
C -3.2740 2.6234 -1.0533
C -1.9591 2.5391 -0.5485
C -1.0372 1.7141 -1.1181
Se 0.7487 1.6819 -0.4419
C 0.3647 0.9744 1.2851
C 0.9330 1.5231 2.3842
C 0.7504 0.9232 3.6565
C -0.1100 -0.1722 3.7517
C -0.7625 -0.7503 2.6765
C -0.4441 -0.2395 1.3498
O -0.7904 -0.8122 0.2984
C -1.6292 -1.9879 2.8937
C -2.3590 -1.9057 4.2446
C -2.7060 -2.2110 1.8234
C -0.6786 -3.1988 2.8922
C 1.4824 1.5116 4.8494
C 1.2619 0.7004 6.1250
C 2.9896 1.5491 4.5469
C 0.9701 2.9433 5.0794
C -1.3893 0.8816 -2.2450
O -0.5902 0.0223 -2.7022
C -2.7122 1.0357 -2.8296
C -3.5973 1.8782 -2.1941
C -3.0838 0.2497 -4.0805
C -4.5027 0.5862 -4.5477
C -2.1153 0.5965 -5.2240
C -3.0319 -1.2606 -3.7908
H -6.3180 4.1753 -0.4682
H -6.0908 2.5169 -1.0084
H -5.6090 3.8689 -2.0487
H -5.1282 3.7212 1.6198
H -3.4770 3.1067 1.6468
H -4.8028 2.0483 1.1510
H -4.4480 5.6367 0.1148
H -3.6056 5.3260 -1.4071
H -2.7806 5.0701 0.1340
H -1.6748 3.1458 0.3021
H 1.5422 2.4130 2.2919
H -0.2539 -0.6065 4.7284
H -3.0062 -1.0277 4.2845
H -1.6882 -1.8754 5.1011
H -2.9849 -2.7907 4.3627
H -3.3155 -1.3180 1.6695
H -3.3634 -3.0108 2.1698
H -2.2836 -2.5014 0.8679
H 0.0609 -3.1246 3.6922
H -0.1465 -3.2674 1.9396
H -1.2489 -4.1190 3.0360
H 1.6111 -0.3285 6.0164
H 0.2134 0.6839 6.4276
H 1.8282 1.1558 6.9379
H 3.3873 0.5488 4.3719
H 3.5171 1.9812 5.3986
H 3.2214 2.1580 3.6728
H -0.1003 2.9473 5.2922
H 1.1502 3.5866 4.2170
H 1.4879 3.3825 5.9335
H -4.5935 1.9790 -2.5931
H -4.6176 1.6483 -4.7723
H -5.2564 0.3005 -3.8114
H -4.7145 0.0346 -5.4637
H -2.1531 1.6634 -5.4528
H -2.4127 0.0523 -6.1219
H -1.0889 0.3254 -4.9838
H -3.6674 -1.5189 -2.9403
H -2.0152 -1.5897 -3.5912
H -3.4012 -1.8031 -4.6633
N -0.6342 -6.9722 -0.1762
C -0.2473 -5.7092 -0.4742
C -1.1286 -4.7949 -1.0732
C -0.6908 -3.5209 -1.3373
N 0.5439 -3.0829 -1.0535
C 1.3864 -3.9524 -0.4813
C 1.0444 -5.2494 -0.1827
H -1.5273 -7.3170 -0.4759
H 0.0309 -7.6428 0.1627
H -2.1422 -5.0798 -1.3215
H -1.3585 -2.7973 -1.7899
H 2.3688 -3.5672 -0.2484
H 1.7743 -5.9033 0.2760

The expectation value of S² is 8.8233. As for the total charge: +1. Its HOMO energy (spin up / spin down) is -0.3444 / -0.3536 Eh. Its LUMO energy (spin up / spin down) is -0.0832 / -0.1704 hartree. The spin multiplicity is 6. The molar mass comes out at 1141.1 Da. The value obtained for the HOMO-LUMO gap (spin up / spin down) is 7.1 / 5.0 eV.

Results of the Löwdin charge analysis, in e, for atoms 1 through 6: 1.1049 -0.0174 -0.2610 0.1218 -0.1007 -0.1587

ORCA calculation (ωB97M-V with the def2-TZVPD basis set) on C47H58IN3OP2Pd as an isolated structure at a distorted geometry.

Element x y z (Å)
Pd -1.3733 -0.8393 -0.2428
C -4.9392 -1.3413 -0.4157
C -4.4766 0.0554 -0.0035
C -5.6821 0.9087 0.3863
P -2.9943 -0.0982 1.1504
C -3.8414 -0.9101 2.6595
C -2.8359 -1.8674 3.3072
C -4.5096 -0.0875 3.7654
C -2.6174 1.6583 1.6635
C -3.5934 2.4728 2.2437
C -3.4566 3.8257 2.5396
C -4.5820 4.6189 3.1551
C -2.2362 4.4070 2.2031
C -1.2099 3.6613 1.6673
C -1.3095 2.2466 1.4270
N -0.2301 1.5271 1.0922
C 0.9593 2.1582 0.7462
C 1.2341 2.5054 -0.5956
C 0.1641 2.3541 -1.6341
C 2.4967 2.9617 -0.9600
C 3.5245 3.1336 -0.0378
C 4.8739 3.6664 -0.4497
C 3.2306 2.8658 1.2917
C 1.9766 2.4123 1.6955
C 1.7099 2.2146 3.1638
H -5.5997 -1.2825 -1.2883
H -5.5011 -1.8321 0.3867
H -4.0745 -1.9592 -0.6690
H -3.9955 0.5042 -0.8775
H -6.2361 0.4625 1.2213
H -6.3754 0.9856 -0.4610
H -5.3972 1.9220 0.6653
H -4.6141 -1.5260 2.1894
H -2.0445 -1.3112 3.8176
H -2.3537 -2.4971 2.5598
H -3.3314 -2.5046 4.0522
H -3.8051 0.6186 4.2122
H -4.8612 -0.7555 4.5635
H -5.3760 0.4762 3.4127
H -4.5577 2.0306 2.4546
H -5.3459 3.9528 3.5633
H -5.0800 5.2783 2.4334
H -4.2294 5.2555 3.9734
H -2.0790 5.4704 2.3819
H -0.2599 4.1398 1.4560
H -0.8274 2.4714 -1.2016
H 0.1814 1.3573 -2.0777
H 0.3009 3.0925 -2.4298
H 2.6841 3.1821 -2.0090
H 5.0419 3.5164 -1.5183
H 5.6832 3.1643 0.0884
H 4.9644 4.7394 -0.2483
H 3.9948 3.0301 2.0512
H 2.2007 3.0000 3.7461
H 2.0888 1.2531 3.5220
H 0.6395 2.2450 3.3621
I 1.9066 -1.8791 6.0194
C 1.1071 -1.7446 4.1212
C 0.5655 -0.6240 3.5289
N 0.1873 -0.9865 2.2934
N 0.4427 -2.2782 2.0461
C 1.0073 -2.7524 3.1495
H 0.3911 0.3640 3.9152
H -0.2457 -0.3510 1.5293
H 1.3274 -3.7824 3.2066
C -2.3846 -2.6044 -3.7791
C -2.9056 -1.2291 -3.3669
C -3.2954 -0.4457 -4.6329
C -1.8895 -0.5119 -2.4822
H -3.1201 -3.1816 -4.3554
H -2.1120 -3.1756 -2.8863
H -1.4842 -2.4914 -4.3985
H -3.8354 -1.3863 -2.8048
H -2.3963 -0.2350 -5.2246
H -3.7458 0.5129 -4.3621
H -4.0110 -0.9911 -5.2727
H -2.1786 0.5458 -2.4126
H -0.9141 -0.5393 -3.0133
O 0.9456 -1.3474 -0.8440
P 2.3506 -1.6057 -1.1857
C 3.0776 -0.3228 -2.2311
C 2.2839 0.1002 -3.2951
C 2.7906 1.0054 -4.2171
C 4.0899 1.4760 -4.0862
C 4.8824 1.0575 -3.0281
C 4.3754 0.1528 -2.1000
C 2.4906 -3.1074 -2.1848
C 3.6847 -3.6324 -2.6664
C 3.6657 -4.7461 -3.4960
C 2.4478 -5.3121 -3.8610
C 1.2574 -4.7772 -3.3970
C 1.2730 -3.6704 -2.5506
C 3.4036 -1.7449 0.2734
C 3.9905 -2.9255 0.7070
C 4.5883 -2.9880 1.9631
C 4.5725 -1.8804 2.7941
C 3.9659 -0.7015 2.3751
C 3.3816 -0.6320 1.1201
H 1.2628 -0.2614 -3.3786
H 2.1628 1.3472 -5.0308
H 4.4848 2.1821 -4.8080
H 5.8912 1.4371 -2.9187
H 4.9886 -0.1703 -1.2665
H 4.6293 -3.1685 -2.4010
H 4.5940 -5.1646 -3.8657
H 2.4324 -6.1701 -4.5236
H 0.3086 -5.2083 -3.6914
H 0.3562 -3.2267 -2.1673
H 3.9697 -3.8058 0.0754
H 5.0467 -3.9112 2.2968
H 5.0107 -1.9389 3.7835
H 3.9259 0.1559 3.0352
H 2.8849 0.2822 0.8021

As for the total charge: -2. Its HOMO energy is 0.0312 Eh. Its LUMO energy is 0.1294 hartree. The molar mass comes out at 976.3 Da. The value obtained for the HOMO-LUMO gap is 2.7 eV.

Results of the Löwdin charge analysis, in e, for atoms 1 through 6: 0.2194 -0.1719 -0.5435 -0.1288 0.9499 -0.5200